# 1
{
  "formula": "CH4N4S2",
  "method": "wB97M-V/def2-TZVPD",
  "e_tot_ev": -28728.9314,
  "gap_ev": [7.810, 7.570],
  "smiles": "N[C@@H]1NN=[N+]([S-])S1",
  "e_homo_ev": [-7.753, -7.838],
  "total_charge": 0,
  "largest_force_ev_per_a": 5.47,
  "species": ["N", "C", "N", "N", "N", "S", "S", "H", "H", "H", "H"],
  "coordinates": [[0.158571, -0.697959, 0.086413], [-0.511639, 0.452172, 0.150375], [0.235384, 1.639734, -0.125586], [0.776837, 2.361090, 0.958363], [0.076067, 2.075708, 2.140375], [0.489285, 2.677873, 3.545351], [-1.313407, 0.980869, 1.877786], [1.105110, -0.772413, 0.497068], [-0.359924, -1.582813, 0.199856], [-1.443697, 0.357926, -0.361058], [0.616268, 1.919793, -1.057811]],
  "forces_ev_per_a": [[2.453, -3.601, 0.181], [-1.862, 2.133, 1.451], [0.577, 1.346, 0.749], [-2.114, -1.448, 1.649], [0.634, -0.549, -5.404], [0.438, 0.674, 1.762], [1.593, 0.506, -0.588], [-1.033, 0.374, -0.233], [0.332, 1.004, -0.170], [-0.493, 0.191, -0.912], [-0.524, -0.631, 1.514]],
  "lowdin_charge": [0.039, -0.669, -0.081, -0.016, -1.066, 0.498, 0.826, 0.119, 0.113, 0.082, 0.155]
}

# 2
{
  "formula": "C16H32Cl16",
  "method": "wB97M-V/def2-TZVPD",
  "e_tot_ev": -217471.8253,
  "gap_ev": 10.579,
  "smiles": "ClCCCl.ClCCCl.ClCCCl.ClCCCl.ClCCCl.ClCCCl.ClCCCl.ClCCCl",
  "e_homo_ev": -10.359,
  "total_charge": 0,
  "largest_force_ev_per_a": 1.59,
  "species": ["Cl", "C", "C", "Cl", "H", "H", "H", "H", "Cl", "C", "C", "Cl", "H", "H", "H", "H", "Cl", "C", "C", "Cl", "H", "H", "H", "H", "Cl", "C", "C", "Cl", "H", "H", "H", "H", "Cl", "C", "C", "Cl", "H", "H", "H", "H", "Cl", "C", "C", "Cl", "H", "H", "H", "H", "Cl", "C", "C", "Cl", "H", "H", "H", "H", "Cl", "C", "C", "Cl", "H", "H", "H", "H"],
  "coordinates": [[2.279513, 5.759701, 0.506449], [2.385802, 4.030677, 0.109220], [3.615867, 3.395654, 0.742696], [4.116322, 1.948615, -0.153589], [2.490072, 3.984614, -0.973759], [1.467561, 3.531213, 0.401080], [3.385675, 3.020756, 1.737609], [4.451448, 4.085849, 0.779882], [-4.004590, 1.646550, 1.558428], [-5.152172, 1.853525, 2.931394], [-4.606830, 2.954576, 3.824796], [-3.274918, 2.292671, 4.854059], [-5.234338, 0.897022, 3.435012], [-6.098986, 2.125775, 2.473666], [-5.326003, 3.328724, 4.546744], [-4.174093, 3.745639, 3.224397], [-5.571934, -1.347657, -3.251135], [-6.117274, -2.378674, -1.910852], [-4.970946, -2.939913, -1.110010], [-3.900309, -3.982712, -2.077481], [-6.737296, -3.146937, -2.367034], [-6.760068, -1.770298, -1.276448], [-5.318241, -3.554644, -0.281151], [-4.384461, -2.132656, -0.672811], [1.295271, 0.037556, -4.430394], [2.166025, 1.098290, -3.274606], [3.637675, 1.089030, -3.582131], [4.007259, 1.648523, -5.261882], [1.944037, 0.753282, -2.267531], [1.733237, 2.090278, -3.388078], [4.063777, 0.087285, -3.521249], [4.275287, 1.683130, -2.934276], [2.487612, -1.374790, -0.811028], [3.987678, -1.840736, 0.013481], [4.931682, -2.580112, -0.896740], [4.386028, -4.257589, -1.193600], [3.699021, -2.513081, 0.819332], [4.494424, -0.960577, 0.403965], [5.911384, -2.581021, -0.419855], [5.004509, -2.131391, -1.884226], [-0.018075, 1.311511, 0.497217], [-0.939156, -0.214038, 0.357342], [-1.080021, -0.715593, -1.076050], [-1.892303, 0.553941, -2.032194], [-1.909732, -0.139774, 0.845214], [-0.363699, -0.895453, 0.985455], [-1.762072, -1.553493, -1.145439], [-0.072420, -0.847271, -1.452388], [1.739273, -6.799740, -1.137595], [0.609522, -5.455713, -1.383398], [0.926405, -4.699976, -2.650902], [-0.334314, -3.472430, -2.928594], [0.660266, -4.820457, -0.501497], [-0.395631, -5.873558, -1.419531], [0.963057, -5.356475, -3.515114], [1.876187, -4.181224, -2.544351], [1.815700, 2.143740, 5.141187], [0.310525, 2.439203, 4.204791], [-0.199477, 3.851796, 4.410838], [0.973173, 5.065317, 3.798567], [-0.455253, 1.760546, 4.569631], [0.524522, 2.247869, 3.160391], [-0.406453, 4.019914, 5.467845], [-1.154759, 4.035226, 3.926229]],
  "forces_ev_per_a": [[-0.033, 0.036, 0.184], [0.426, -0.145, -0.597], [-0.456, 0.091, 0.634], [0.086, -0.277, -0.320], [-0.127, -0.033, 0.021], [-0.002, 0.105, 0.078], [0.093, 0.308, 0.122], [0.026, -0.006, -0.066], [-0.129, -0.207, 0.041], [0.428, 0.371, -0.349], [0.197, -0.641, 0.366], [-0.127, 0.090, -0.138], [-0.035, 0.027, 0.105], [-0.074, 0.100, 0.141], [-0.211, 0.056, -0.213], [-0.110, 0.175, 0.054], [0.119, 0.165, -0.006], [-0.345, -0.103, -0.141], [0.059, 0.037, 0.277], [0.058, 0.084, 0.007], [0.133, -0.169, 0.118], [0.109, 0.027, 0.089], [-0.256, 0.006, -0.096], [0.133, 0.010, -0.212], [-0.035, -0.048, 0.311], [-0.237, 0.342, -0.314], [0.869, -0.434, -0.381], [-0.145, 0.018, 0.360], [0.222, -0.060, -0.039], [0.078, 0.028, -0.065], [-0.328, -0.133, -0.086], [-0.487, 0.374, 0.177], [-0.105, -0.007, -0.049], [0.162, -0.467, 0.109], [0.003, 0.005, -0.261], [0.119, 0.051, 0.149], [0.043, 0.231, 0.157], [-0.271, 0.154, -0.002], [0.017, -0.308, -0.120], [0.070, 0.199, 0.100], [-0.247, 0.007, -0.148], [-0.142, -0.795, 0.530], [0.118, 1.371, 0.798], [-0.042, 0.095, -0.304], [0.002, 0.552, -0.111], [0.033, -0.289, -0.364], [0.469, -0.471, 0.112], [-0.243, -0.456, -0.536], [0.232, -0.173, -0.047], [-0.615, 0.062, 0.194], [0.354, 0.041, 0.157], [-0.016, -0.014, -0.071], [0.131, 0.112, -0.102], [0.061, -0.048, -0.090], [-0.072, -0.019, 0.004], [-0.020, 0.018, -0.111], [-0.265, -0.034, -0.149], [-0.173, 0.461, 0.120], [0.108, 0.070, 0.314], [-0.303, -0.175, 0.155], [0.103, -0.197, -0.044], [0.036, -0.113, -0.061], [0.414, 0.177, 0.033], [0.141, -0.233, -0.421]],
  "lowdin_charge": [0.553, -0.669, -0.635, 0.605, 0.056, 0.011, 0.063, 0.064, 0.555, -0.621, -0.612, 0.566, 0.062, 0.070, 0.069, 0.058, 0.543, -0.667, -0.664, 0.534, 0.066, 0.071, 0.070, 0.059, 0.534, -0.671, -0.670, 0.515, -0.009, 0.071, 0.053, 0.023, 0.624, -0.643, -0.639, 0.568, 0.067, 0.049, 0.080, 0.059, 0.571, -0.650, -0.664, 0.538, 0.024, 0.063, 0.035, -0.014, 0.547, -0.686, -0.657, 0.582, 0.066, 0.063, 0.072, 0.018, 0.523, -0.663, -0.675, 0.527, 0.038, 0.015, 0.068, 0.039]
}

# 3
{
  "formula": "C36H34F8NO25PS",
  "method": "wB97M-V/def2-TZVPD",
  "e_tot_ev": -132427.3078,
  "gap_ev": 8.140,
  "smiles": "O=[PH2]c1ccc2c(c1)Sc1ccccc1N2.O=C1OC[C@@H](F)O1.O=C1OC[C@@H](F)O1.O=C1OC[C@@H](F)O1.O=C1OC[C@@H](F)O1.O=C1OC[C@@H](F)O1.O=C1OC[C@@H](F)O1.O=C1OC[C@@H](F)O1.O=C1OC[C@@H](F)O1",
  "e_homo_ev": -8.116,
  "total_charge": 0,
  "largest_force_ev_per_a": 0.65,
  "species": ["O", "P", "C", "C", "C", "C", "C", "C", "S", "C", "C", "C", "C", "C", "C", "N", "H", "H", "H", "H", "H", "H", "H", "H", "H", "H", "O", "C", "O", "C", "C", "F", "O", "H", "H", "H", "O", "C", "O", "C", "C", "F", "O", "H", "H", "H", "O", "C", "O", "C", "C", "F", "O", "H", "H", "H", "O", "C", "O", "C", "C", "F", "O", "H", "H", "H", "O", "C", "O", "C", "C", "F", "O", "H", "H", "H", "O", "C", "O", "C", "C", "F", "O", "H", "H", "H", "O", "C", "O", "C", "C", "F", "O", "H", "H", "H", "O", "C", "O", "C", "C", "F", "O", "H", "H", "H"],
  "coordinates": [[6.366626, -0.425176, -0.911633], [5.423712, 0.279642, -1.823250], [3.758341, 0.376971, -1.224224], [3.538360, 0.987830, 0.011522], [2.279261, 1.003331, 0.562515], [1.205817, 0.440941, -0.127891], [1.416877, -0.135624, -1.384432], [2.690136, -0.186231, -1.916499], [0.030037, -0.755263, -2.275200], [-0.834151, -1.452404, -0.899037], [-1.522493, -2.658171, -1.005731], [-2.229351, -3.142748, 0.085088], [-2.230477, -2.441780, 1.277526], [-1.510760, -1.251739, 1.397051], [-0.816027, -0.756486, 0.310307], [-0.084478, 0.449813, 0.399946], [5.809855, 1.603688, -2.089200], [5.297606, -0.267426, -3.109985], [4.363829, 1.424006, 0.563966], [2.123752, 1.448311, 1.538855], [2.844355, -0.670710, -2.873264], [-1.528365, -3.207559, -1.939075], [-2.774561, -4.074684, 0.001090], [-2.780562, -2.829054, 2.126223], [-1.502178, -0.715806, 2.336999], [-0.133053, 0.869346, 1.319247], [12.500598, -1.409800, -2.249405], [11.539294, -1.376311, -1.560838], [10.316759, -0.949328, -1.945427], [9.379894, -1.215657, -0.892134], [10.290912, -1.310097, 0.312743], [9.861424, -2.219001, 1.223962], [11.508756, -1.756661, -0.251255], [8.889043, -2.172291, -1.074617], [8.629182, -0.436449, -0.828760], [10.465685, -0.364497, 0.828495], [-1.465118, 1.870788, 2.584406], [-1.460730, 3.054061, 2.435991], [-2.296994, 3.906498, 3.039367], [-1.866065, 5.245691, 2.755000], [-1.058855, 5.049422, 1.484366], [0.004808, 5.874602, 1.409435], [-0.600462, 3.709402, 1.625469], [-1.228294, 5.594354, 3.568080], [-2.723492, 5.900222, 2.640462], [-1.631125, 5.129284, 0.559499], [-0.489282, 8.319893, -1.063594], [0.679457, 8.137381, -1.067752], [1.515552, 8.421704, -0.043231], [2.812021, 7.905485, -0.352827], [2.760117, 7.808174, -1.865408], [3.456528, 6.750624, -2.341254], [1.381230, 7.609183, -2.108294], [2.923153, 6.912741, 0.085973], [3.582193, 8.571177, 0.023955], [3.087945, 8.705434, -2.392703], [1.626870, 1.134101, 8.029854], [0.764651, 1.436081, 7.284279], [-0.213339, 0.616629, 6.831887], [-1.164004, 1.391665, 6.099324], [-0.340370, 2.597731, 5.701106], [-1.068303, 3.747162, 5.672174], [0.607289, 2.683392, 6.738541], [-1.976999, 1.692699, 6.762150], [-1.553375, 0.829356, 5.256252], [0.178392, 2.491674, 4.746293], [-1.904410, -1.443147, -5.836952], [-2.838439, -1.430164, -5.113598], [-4.065923, -0.958169, -5.420882], [-4.958010, -1.263801, -4.341033], [-4.000211, -1.431813, -3.181851], [-4.428945, -2.370371, -2.299467], [-2.827029, -1.892054, -3.824597], [-5.482144, -2.195853, -4.538969], [-5.676787, -0.461392, -4.203776], [-3.767148, -0.517536, -2.633158], [-7.132747, -3.599831, -3.887362], [-8.053004, -3.018434, -3.413801], [-9.184090, -3.597498, -2.975939], [-10.010610, -2.598189, -2.369723], [-9.474002, -1.327570, -2.999619], [-9.513928, -0.274175, -2.154685], [-8.117846, -1.667426, -3.251976], [-9.841893, -2.587985, -1.292440], [-11.055398, -2.796512, -2.585709], [-9.948723, -1.040412, -3.938834], [-6.436302, -8.949088, -1.896357], [-6.043219, -7.842429, -1.764845], [-5.443744, -7.102935, -2.723765], [-5.274023, -5.767400, -2.235307], [-5.304619, -5.979127, -0.736549], [-5.877416, -4.941087, -0.075885], [-6.121186, -7.123418, -0.605265], [-6.111421, -5.151529, -2.558999], [-4.343635, -5.343001, -2.601699], [-4.334074, -6.182521, -0.279778], [2.841188, -1.320902, 4.280257], [3.813446, -1.317476, 3.605061], [3.949991, -1.965506, 2.429292], [5.184993, -1.560371, 1.823121], [5.982167, -1.091703, 3.021900], [6.794135, -0.045522, 2.734394], [4.966442, -0.655411, 3.907825], [5.002162, -0.737574, 1.137376], [5.633430, -2.385258, 1.279318], [6.575917, -1.864945, 3.511797]],
  "forces_ev_per_a": [[0.024, 0.057, -0.116], [0.273, -0.137, 0.222], [-0.110, 0.156, -0.092], [0.123, -0.002, -0.071], [-0.171, 0.077, 0.133], [-0.137, 0.058, -0.113], [-0.101, 0.013, 0.158], [0.177, -0.018, 0.030], [-0.099, -0.074, -0.181], [-0.047, -0.246, 0.021], [0.097, 0.158, 0.064], [-0.021, -0.049, -0.064], [0.140, 0.269, 0.104], [-0.401, -0.462, 0.209], [-0.054, 0.139, -0.262], [0.348, -0.224, 0.109], [-0.002, 0.064, -0.075], [-0.063, -0.010, -0.076], [0.012, 0.014, -0.048], [-0.077, -0.015, -0.017], [0.005, -0.012, -0.013], [0.111, 0.109, 0.004], [-0.003, 0.043, 0.001], [0.041, 0.065, 0.009], [0.041, 0.033, -0.021], [-0.175, 0.012, -0.041], [0.048, -0.028, -0.031], [-0.114, -0.095, 0.006], [-0.061, 0.016, -0.003], [0.011, 0.017, 0.027], [0.079, -0.020, -0.077], [-0.017, -0.086, -0.040], [0.063, 0.183, 0.088], [-0.004, -0.028, 0.053], [0.046, 0.050, -0.095], [-0.053, -0.032, 0.096], [0.064, 0.028, 0.256], [0.023, -0.013, 0.004], [-0.116, 0.064, -0.045], [0.033, 0.035, 0.028], [-0.071, -0.047, 0.017], [0.139, 0.001, 0.077], [-0.077, 0.036, -0.160], [0.038, 0.030, -0.031], [-0.078, -0.105, -0.027], [0.059, 0.074, -0.036], [-0.079, -0.052, 0.015], [0.064, -0.147, 0.098], [0.034, 0.035, 0.034], [0.017, -0.019, 0.029], [-0.093, 0.011, 0.035], [-0.033, -0.087, 0.038], [0.020, 0.189, -0.114], [0.038, -0.027, -0.041], [-0.080, 0.089, 0.007], [0.078, -0.046, -0.045], [0.037, 0.005, 0.087], [-0.171, 0.030, -0.038], [-0.044, -0.021, 0.018], [-0.055, -0.014, -0.008], [0.116, -0.040, 0.110], [-0.015, 0.018, 0.056], [0.157, -0.054, -0.158], [-0.025, 0.058, -0.032], [0.117, -0.080, 0.006], [-0.053, 0.078, -0.039], [0.046, -0.036, -0.043], [-0.090, -0.104, 0.030], [-0.024, 0.021, 0.034], [-0.042, 0.129, -0.033], [0.038, -0.063, -0.071], [0.005, -0.084, -0.054], [0.057, 0.192, 0.048], [0.024, -0.054, 0.023], [0.090, 0.091, -0.085], [-0.043, -0.052, 0.125], [-0.003, 0.049, 0.067], [-0.046, -0.024, 0.080], [-0.063, -0.037, 0.027], [-0.026, 0.007, 0.020], [0.100, 0.012, 0.113], [0.046, -0.014, 0.054], [-0.105, -0.063, -0.284], [-0.001, 0.051, 0.009], [0.032, -0.069, -0.094], [-0.031, 0.063, 0.026], [-0.055, -0.050, -0.006], [-0.045, 0.137, -0.037], [0.026, 0.020, -0.027], [0.066, 0.048, -0.020], [-0.064, -0.072, -0.036], [-0.087, 0.011, -0.032], [0.164, -0.080, 0.093], [0.004, 0.030, 0.048], [0.038, -0.129, -0.042], [0.002, 0.091, 0.057], [-0.107, 0.085, 0.029], [0.094, 0.060, -0.162], [-0.009, -0.028, -0.037], [0.026, -0.059, -0.043], [-0.125, -0.001, 0.025], [-0.049, 0.078, -0.046], [0.066, -0.141, 0.141], [0.111, -0.006, 0.004], [-0.074, -0.088, 0.071], [0.086, 0.054, -0.009]],
  "lowdin_charge": [-0.433, 0.730, -0.373, -0.105, 0.001, -0.237, -0.447, -0.097, 1.056, -0.443, -0.102, -0.092, -0.069, -0.010, -0.249, 0.107, 0.018, 0.019, 0.117, 0.122, 0.104, 0.106, 0.091, 0.106, 0.103, 0.095, 0.181, -0.556, 0.071, -0.058, -0.312, 0.068, 0.129, 0.144, 0.102, 0.172, 0.146, -0.560, 0.079, -0.026, -0.292, 0.087, 0.136, 0.143, 0.144, 0.179, 0.179, -0.560, 0.066, -0.047, -0.315, 0.077, 0.133, 0.143, 0.140, 0.173, 0.196, -0.541, 0.078, -0.044, -0.319, 0.069, 0.132, 0.146, 0.132, 0.165, 0.186, -0.548, 0.081, -0.046, -0.304, 0.068, 0.088, 0.119, 0.139, 0.176, 0.162, -0.537, 0.088, -0.036, -0.305, 0.083, 0.124, 0.148, 0.142, 0.175, 0.186, -0.550, 0.079, -0.046, -0.319, 0.068, 0.130, 0.115, 0.139, 0.165, 0.176, -0.560, 0.073, -0.052, -0.305, 0.072, 0.129, 0.087, 0.142, 0.173]
}